The following is a DFT calculation (ωB97M-V with the def2-TZVPD basis set) of a cluster of 9 separate species, C30H66O15S6 in total.

Results
HOMO in eV: -9.6836
Orbital gap in eV: 9.95

Geometry (Å):
O (-0.083896, -3.384267, -4.236543)
S (-0.903862, -2.376752, -4.900209)
O (-1.974385, -1.824585, -4.061092)
C (0.007479, -1.070611, -5.623102)
C (0.781952, -1.760528, -6.779889)
C (-0.175542, -2.865264, -7.407532)
C (-1.354746, -3.060164, -6.449060)
H (0.636535, -0.600658, -4.835499)
H (-0.652220, -0.230106, -5.920230)
H (1.080669, -1.044100, -7.515862)
H (1.772401, -2.219503, -6.431983)
H (0.394453, -3.803730, -7.658740)
H (-0.538352, -2.469375, -8.377920)
H (-1.604922, -4.079248, -6.124493)
H (-2.272001, -2.551771, -6.783353)
O (2.049462, 0.312074, 0.217079)
S (2.605924, 1.465245, -0.467492)
O (2.538234, 2.739953, 0.254344)
C (4.429431, 1.292053, -0.827289)
C (4.522743, 2.015084, -2.178963)
C (3.313061, 1.794406, -3.084213)
C (1.983111, 1.595138, -2.253219)
H (4.611679, 0.217684, -0.940734)
H (4.918035, 1.817922, -0.080333)
H (4.529225, 3.085700, -1.912135)
H (5.440573, 1.766383, -2.735765)
H (3.383281, 0.816575, -3.628476)
H (3.130774, 2.628397, -3.732616)
H (1.499331, 0.631807, -2.382968)
H (1.333935, 2.519419, -2.235820)
O (1.694244, -1.489131, -2.604089)
S (2.818016, -2.350764, -2.196997)
O (4.073669, -1.640222, -2.123767)
C (2.377332, -3.313061, -0.785092)
C (1.374456, -4.305400, -1.452860)
C (2.175731, -4.884529, -2.681502)
C (2.829038, -3.716337, -3.376536)
H (1.926570, -2.594112, -0.055172)
H (3.294392, -3.778917, -0.425710)
H (1.180496, -5.033750, -0.649718)
H (0.430135, -3.825836, -1.783895)
H (1.496669, -5.408571, -3.343886)
H (2.946969, -5.600579, -2.323666)
H (2.346200, -3.409224, -4.293865)
H (3.846704, -3.854180, -3.586057)
O (-2.344541, 4.947008, 2.004003)
S (-1.053320, 4.945430, 1.284972)
O (-1.058222, 4.783710, -0.123857)
C (-0.030257, 6.311594, 1.786667)
C (1.178434, 5.671803, 2.498172)
C (0.648726, 4.353352, 3.195206)
C (-0.062041, 3.634175, 2.022510)
H (-0.582218, 6.985428, 2.428833)
H (0.219547, 6.885180, 0.851416)
H (1.927180, 5.429467, 1.781520)
H (1.644588, 6.337183, 3.182225)
H (-0.096676, 4.541294, 3.948039)
H (1.421534, 3.704029, 3.615429)
H (-0.717034, 2.867840, 2.359748)
H (0.551342, 3.290058, 1.229871)
O (-4.541626, 3.313427, -4.553201)
S (-4.972244, 3.541112, -3.159534)
O (-5.802899, 4.627468, -2.875354)
C (-5.523482, 2.014472, -2.321112)
C (-5.349535, 2.416524, -0.863496)
C (-3.994524, 3.196318, -0.733517)
C (-3.547564, 3.764891, -2.097459)
H (-4.876317, 1.167826, -2.485917)
H (-6.564188, 1.756767, -2.625174)
H (-6.205877, 3.058883, -0.592200)
H (-5.262088, 1.609866, -0.204918)
H (-3.144342, 2.441917, -0.494345)
H (-4.086493, 3.982046, 0.064209)
H (-2.706471, 3.238147, -2.588128)
H (-3.347404, 4.827811, -2.045396)
O (-1.973353, -2.314418, 5.926293)
S (-1.079018, -1.206172, 5.778692)
O (0.296563, -1.379732, 6.140689)
C (-1.386032, -0.554285, 4.088359)
C (-2.739290, 0.097833, 4.154917)
C (-2.455757, 1.063990, 5.412478)
C (-1.870707, 0.231727, 6.517012)
H (-1.296656, -1.342226, 3.320039)
H (-0.547845, 0.211223, 3.950130)
H (-2.933426, 0.568844, 3.258471)
H (-3.511620, -0.640770, 4.348023)
H (-3.304524, 1.681948, 5.726325)
H (-1.677459, 1.645327, 5.092689)
H (-2.659757, -0.208117, 7.147753)
H (-1.242755, 0.872939, 7.163908)
C (4.271703, -1.052888, 4.712022)
C (2.878494, -0.690821, 4.195910)
O (2.010014, -1.801396, 4.063687)
H (4.694084, -1.857870, 4.052136)
H (4.336408, -1.454140, 5.786647)
H (4.960435, -0.219537, 4.572565)
H (3.085624, -0.364034, 3.188783)
H (2.412841, 0.226150, 4.724787)
H (1.552745, -1.916368, 4.880425)
C (0.319887, -5.367900, 3.862106)
C (-0.587846, -4.638109, 2.832471)
O (0.223717, -3.711769, 2.076728)
H (0.689083, -4.593843, 4.562281)
H (1.195256, -5.876458, 3.438772)
H (-0.231574, -6.043630, 4.490356)
H (-1.390654, -4.165660, 3.412483)
H (-0.963799, -5.380176, 2.131036)
H (0.753850, -3.164365, 2.753454)
C (-2.407713, -0.786064, -0.431052)
C (-1.075153, -0.136400, -0.268781)
O (-0.945279, 0.673144, 0.984443)
H (-2.538742, -0.985918, -1.500125)
H (-3.263759, -0.154022, -0.102025)
H (-2.379136, -1.728502, 0.153995)
H (-0.942776, 0.580620, -1.130399)
H (-0.203217, -0.777625, -0.289589)
H (-0.007825, 0.861879, 1.108810)

Atoms 1-2, force components in eV/Å:
O 0.028 0.610 -0.920
S -0.901 0.530 2.720

The following is a DFT calculation (ωB97M-V with the def2-TZVPD basis set) of a structure of composition C26H30N4PtS.

Results
HOMO in eV: -12.4582
Energy above the lowest of the compared OMol25 structures with the same formula, charge and spin in kJ/mol: 0.0
Orbital gap in eV: 5.80
Charge: +2

Geometry (Å):
Pt (-1.165714, -0.714743, 1.059920)
C (0.721336, -4.009978, 0.800150)
C (0.548722, -2.712093, 1.520475)
C (-0.664076, -2.456499, 2.256217)
C (-0.809635, -1.357179, 3.146429)
C (-1.923961, -1.274690, 4.142304)
C (0.181937, -0.353175, 3.061280)
C (1.283052, -0.498033, 2.205060)
C (2.338505, 0.554288, 2.171108)
C (1.477513, -1.709719, 1.479104)
H (1.197781, -4.738321, 1.460267)
H (1.352393, -3.892445, -0.078613)
H (-0.238300, -4.425224, 0.493740)
H (-1.427609, -3.225444, 2.282182)
H (-1.563699, -1.637796, 5.106755)
H (-2.765005, -1.899301, 3.844526)
H (-2.261999, -0.247965, 4.274500)
H (0.070535, 0.548548, 3.649578)
H (3.166161, 0.220449, 2.803163)
H (1.978402, 1.503908, 2.562697)
H (2.704753, 0.683194, 1.153909)
H (2.369393, -1.798874, 0.873004)
C (-6.053326, -1.161952, 1.756986)
N (-5.291377, -0.074450, 1.141432)
C (-5.693260, 1.247775, 1.065829)
C (-4.711964, 1.933694, 0.453152)
N (-3.710010, 1.019054, 0.149465)
C (-4.085159, -0.206973, 0.590970)
S (-3.172908, -1.663985, 0.462088)
C (-2.619363, 1.268639, -0.718598)
C (-2.812435, 2.113546, -1.792986)
C (-1.756386, 2.338051, -2.662654)
C (-0.563616, 1.677740, -2.440932)
C (-0.447975, 0.835652, -1.351166)
N (-1.453225, 0.652046, -0.479619)
H (-7.009878, -0.764790, 2.081429)
H (-5.506963, -1.552363, 2.612902)
H (-6.221667, -1.955125, 1.032967)
H (-6.633949, 1.579055, 1.468792)
H (-4.616523, 2.980758, 0.229337)
H (-3.783474, 2.555438, -1.961604)
H (-1.882625, 2.994094, -3.513159)
H (0.283196, 1.792703, -3.102999)
H (0.477527, 0.287373, -1.186176)
C (3.128066, 2.956354, -0.966068)
C (3.758333, 1.991751, -1.917218)
C (4.693036, 2.403288, -2.833461)
C (5.256452, 1.485947, -3.722002)
C (4.904544, 0.138456, -3.727487)
C (3.974592, -0.336540, -2.834086)
C (3.565800, -1.771622, -2.828690)
C (3.356958, 0.582057, -1.874329)
N (2.503636, 0.156338, -1.005810)
H (3.638051, 3.916523, -0.987400)
H (3.129877, 2.561994, 0.048857)
H (2.079536, 3.118368, -1.231429)
H (5.008702, 3.437630, -2.873005)
H (5.996733, 1.835102, -4.431773)
H (5.377056, -0.529116, -4.435975)
H (4.257214, -2.379221, -3.407318)
H (2.569523, -1.874451, -3.266994)
H (3.496764, -2.147748, -1.809024)

Atoms 1-2, force components in eV/Å:
Pt -0.028 -0.179 -0.158
C -0.010 -0.029 -0.037

The following is a DFT calculation (ωB97M-V with the def2-TZVPD basis set) of the molecule C2HF3S.

Results
HOMO in eV: -9.7097
Energy above the lowest of the compared OMol25 structures with the same formula, charge and spin in kJ/mol: 92.7
Orbital gap in eV: 8.10

Geometry (Å):
F (-0.351311, -1.185992, -1.167359)
C (0.118655, -0.103648, -0.600546)
F (1.470657, -0.380705, -0.382049)
F (0.276670, 0.855777, -1.574076)
C (-0.460697, 0.324523, 0.804921)
S (0.527397, -0.147322, 2.058925)
H (-1.581370, 0.637367, 0.860185)

Atoms 1-2, force components in eV/Å:
F -1.254 -0.190 0.176
C 4.104 1.244 -0.197

The following is a DFT calculation (ωB97M-V with the def2-TZVPD basis set) of a structure of composition C14H27BrCl2IrNP.

Results
HOMO (alpha / beta) in eV: -1.3560 / -5.0256
Orbital gap (alpha / beta) in eV: 4.12 / 7.07
<S²>: 6.024
2S+1: 5
Charge: -1

Geometry (Å):
Ir (0.256554, -0.496585, 1.401217)
Cl (1.466837, -2.121448, 0.332361)
Cl (-0.966472, 1.245969, 2.233594)
H (1.582438, 0.406891, 1.307774)
H (-1.123865, -0.990804, 0.739221)
P (-0.089388, 0.308827, -1.283721)
C (-0.535881, -1.104865, -2.349892)
C (-1.296789, 1.660983, -1.469405)
C (1.626315, 0.836460, -1.693664)
C (-1.454242, -2.142793, -1.689547)
H (0.441047, -1.588617, -2.533083)
C (-1.132982, -0.616040, -3.677081)
H (-2.170224, -0.270846, -3.531841)
H (-1.140168, -1.466181, -4.376042)
H (-0.548737, 0.196783, -4.133352)
H (-0.917905, -2.677830, -0.899592)
H (-1.766102, -2.869222, -2.450551)
H (-2.350072, -1.680339, -1.254611)
H (2.178118, -0.111029, -1.551265)
C (2.229038, 1.879925, -0.744521)
C (1.690971, 1.266447, -3.160108)
H (1.511789, 0.420427, -3.834872)
H (2.696178, 1.664918, -3.359639)
H (0.955565, 2.061089, -3.372847)
H (1.740664, 1.893689, 0.235981)
H (2.199050, 2.886554, -1.182080)
H (3.279565, 1.615066, -0.571702)
C (-2.677200, 1.237046, -0.938707)
H (-1.339193, 1.797678, -2.565484)
C (-0.849260, 2.972571, -0.810512)
H (-3.133611, 0.451418, -1.556282)
H (-3.336860, 2.116493, -0.951953)
H (-2.607535, 0.887663, 0.103626)
H (-0.726581, 2.840172, 0.276365)
H (-1.644747, 3.713354, -0.976389)
H (0.082142, 3.355917, -1.244269)
Br (2.016640, 0.158472, 6.749950)
C (1.239900, -0.959335, 5.443005)
C (0.829860, -2.265756, 5.725155)
C (0.256990, -3.049641, 4.731783)
C (0.099073, -2.511733, 3.448022)
N (0.496741, -1.239871, 3.201814)
C (1.054684, -0.455352, 4.154975)
H (0.968275, -2.645191, 6.734679)
H (-0.088453, -4.092020, 4.882975)
H (-0.318021, -3.059485, 2.605030)
H (1.315854, 0.540169, 3.855486)

Atoms 1-2, force components in eV/Å:
Ir -0.825 0.768 -2.863
Cl 1.024 -1.439 -1.006

The following is a DFT calculation (ωB97M-V with the def2-TZVPD basis set) of the ion C5H6N with charge +1.

Results
HOMO in eV: -14.9640
Energy above the lowest of the compared OMol25 structures with the same formula, charge and spin in kJ/mol: 566.9
Orbital gap in eV: 9.76
Charge: +1

Geometry (Å):
C (2.456755, 0.070241, 0.029438)
N (1.151822, 0.238495, -0.140147)
C (0.153114, 0.791520, -0.368572)
C (-1.159309, 0.610832, -0.152941)
C (-1.388534, -0.600796, 0.356445)
C (-2.631941, 0.046621, -0.118491)
H (2.817505, 0.133989, 1.022074)
H (2.557850, -0.864603, -0.335319)
H (3.011398, 0.785595, -0.581975)
H (-0.944151, -1.440197, 0.757293)
H (-3.207419, 0.593019, 0.602205)
H (-2.817092, -0.364711, -1.070015)

Atoms 1-2, force components in eV/Å:
C 3.081 1.532 -0.279
N -2.873 3.793 -0.864

The following is a DFT calculation (ωB97M-V with the def2-TZVPD basis set) of the molecule CH6N2OS.

Results
HOMO in eV: -9.8983
Energy above the lowest of the compared OMol25 structures with the same formula, charge and spin in kJ/mol: 292.5
Orbital gap in eV: 10.53

Geometry (Å):
C (0.575951, 0.939503, 0.819278)
S (-0.574189, -0.224933, 0.164472)
N (-0.432437, -1.468453, 1.059889)
N (0.221452, -0.442853, -1.338399)
O (-1.869420, 0.640162, -0.141140)
H (1.403980, 0.570499, 1.313814)
H (1.136147, 1.531475, 0.083375)
H (0.152783, 1.792368, 1.260387)
H (-0.759504, -2.300114, 0.622861)
H (0.086783, -1.331459, -1.886226)
H (0.058452, 0.293804, -1.958315)

Atoms 1-2, force components in eV/Å:
C 0.409 1.562 -1.659
S -2.660 2.595 -1.587

The following is a DFT calculation (ωB97M-V with the def2-TZVPD basis set) of the molecule CHOP3.

Results
HOMO in eV: -9.0782
Energy above the lowest of the compared OMol25 structures with the same formula, charge and spin in kJ/mol: 14.8
Orbital gap in eV: 8.50

Geometry (Å):
C (1.024381, -0.097176, 0.072206)
O (-1.182422, 0.999984, -0.022126)
P (0.372135, 1.464875, 0.022951)
P (-0.330726, -1.674205, 0.007655)
P (-1.971983, -0.411213, 0.036874)
H (2.088613, -0.282266, -0.117558)

Atoms 1-2, force components in eV/Å:
C -1.818 -1.172 -0.780
O -1.197 1.574 0.261

The following is a DFT calculation (ωB97M-V with the def2-TZVPD basis set) of a cluster of 4 separate species, C16H20F12O8 in total.

Results
HOMO in eV: -11.1664
Energy above the lowest of the compared OMol25 structures with the same formula, charge and spin in kJ/mol: 237.1
Orbital gap in eV: 11.48

Geometry (Å):
C (0.807514, -2.105469, 0.873520)
C (1.031549, -1.986575, 2.410320)
O (2.269891, -1.293631, 2.689525)
C (2.989188, -1.665701, 3.811047)
O (2.516632, -2.297739, 4.808727)
C (4.536187, -1.183976, 3.684149)
F (5.439583, -2.205335, 3.697454)
F (4.751357, -0.507909, 2.605493)
F (4.804391, -0.380664, 4.703494)
H (1.420814, -2.906906, 0.461616)
H (0.948582, -1.170200, 0.331796)
H (-0.229058, -2.382916, 0.682105)
H (0.976846, -3.016475, 2.763055)
H (0.256851, -1.326024, 2.799717)
C (3.261937, -0.631283, -1.972608)
C (3.961011, -0.320866, -0.696953)
O (5.193586, -1.045090, -0.552124)
C (5.067561, -2.285263, -0.018394)
O (3.980607, -2.870434, 0.141277)
C (6.392980, -3.086894, 0.208094)
F (6.514579, -3.455989, 1.477637)
F (6.330623, -4.148359, -0.604095)
F (7.449835, -2.337461, -0.130593)
H (2.405195, 0.025285, -2.124312)
H (3.054261, -1.701242, -1.960140)
H (4.043061, -0.468357, -2.715179)
H (3.275947, -0.352862, 0.150260)
H (4.294051, 0.715098, -0.633985)
C (-6.626989, 0.517010, -3.102260)
C (-5.223359, 0.816330, -2.524337)
O (-5.133056, 1.897523, -1.613896)
C (-4.987180, 3.173639, -2.018245)
O (-5.029783, 3.509179, -3.196167)
C (-4.831792, 4.112568, -0.760520)
F (-4.926470, 3.443918, 0.341985)
F (-3.690805, 4.790797, -0.846114)
F (-5.712223, 5.082613, -0.802645)
H (-7.363581, 0.214850, -2.357785)
H (-6.526668, -0.327491, -3.784062)
H (-6.962753, 1.403020, -3.641092)
H (-4.483619, 0.872184, -3.322947)
H (-4.966738, -0.138050, -2.064547)
C (-3.099805, 0.950158, 1.645561)
C (-1.781430, 0.264248, 1.335463)
O (-0.883597, 0.979170, 0.486956)
C (-1.104454, 1.396518, -0.804569)
O (-2.203682, 1.281416, -1.390460)
C (0.076330, 2.160552, -1.545321)
F (0.169012, 1.587276, -2.759004)
F (-0.140610, 3.465831, -1.607338)
F (1.183066, 1.979260, -0.829613)
H (-3.857049, 0.432221, 2.234123)
H (-3.614243, 1.173140, 0.710831)
H (-2.920664, 1.957018, 2.022711)
H (-1.858469, -0.776939, 1.022275)
H (-1.244948, 0.175276, 2.280117)

Atoms 1-2, force components in eV/Å:
C 0.255 0.030 0.574
C -0.839 0.488 -1.530

Calculated maximum force, 0.10078, 0.00978, 0.08349, 0.06594, 0.09404, 0.11005, 0.05994, 0.11505 Eh/bohr (same order as the records).